Entry from the Open Molecules 2025 dataset: a 2-piece molecular cluster, C4H11N3O overall (the ωB97M-V functional and the def2-TZVPD basis).

The multiplicity is 1. Its molar mass is 117.2 g mol⁻¹. The value obtained for the HOMO-LUMO gap is 9.9 eV. Its structure (SMILES) is C/C=N\C.NC(N)=O. The HOMO energy comes out at -9.041 eV. The calculation puts the relative energy (zero: lowest compared OMol25 entry of this formula, charge and spin) at 1.214 eV. The value obtained for the total energy is -10843.997 eV.

Each line ends with the natural charge from an NBO analysis.
Cartesian coordinates (Å):
C (0.09929, -0.85431, -0.92345)  0.162
C (0.41377, 1.47550, -1.28299)  -0.462
C (-1.19879, -1.00369, -1.66489)  -0.705
N (0.80235, 0.19356, -0.75842)  -0.440
C (0.33180, 0.46156, 1.71623)  0.812
N (1.54256, -0.14303, 2.01201)  -0.845
N (-0.77330, -0.43929, 1.70032)  -0.892
O (0.14964, 1.65775, 1.81661)  -0.651
H (0.55287, -1.78054, -0.57865)  0.155
H (1.64609, -1.11984, 1.79493)  0.385
H (2.32965, 0.48529, 2.02796)  0.409
H (-0.67646, -1.34957, 2.12406)  0.383
H (-1.67894, -0.00381, 1.78476)  0.400
H (-0.56719, 1.54146, -1.76064)  0.167
H (1.18784, 1.80375, -1.97692)  0.206
H (0.39728, 2.18071, -0.45215)  0.236
H (-1.90089, -0.23216, -1.35467)  0.227
H (-1.02401, -0.88844, -2.73658)  0.232
H (-1.63357, -1.98489, -1.48751)  0.220

Force components x, y, z for each atom (eV/Å):
C 0.7672 0.7948 -0.6824
C -0.2772 0.3448 0.1768
C 0.0717 0.2019 0.0871
N -0.1439 -0.9965 -0.6790
C -0.8547 -1.0047 2.9083
N -1.0143 0.2702 -0.0769
N 0.7673 0.4351 -0.4059
O 0.1998 0.0015 -0.9788
H -0.0487 -0.1067 0.3211
H 0.3927 0.2435 -0.1737
H 0.0289 -0.3284 -0.2324
H 0.0425 0.2307 -0.0114
H 0.2500 0.0429 0.1162
H -0.0111 -0.1852 -0.1944
H -0.0554 0.0123 -0.0908
H 0.1062 0.0643 -0.0344
H -0.1259 -0.0204 -0.0338
H -0.0609 -0.0195 -0.0282
H -0.0342 0.0193 0.0126


Entry from the Open Molecules 2025 dataset: an isolated molecule of C3H3Cl3 (the ωB97M-V functional and the def2-TZVPD basis).

The multiplicity is 1. Its molar mass is 145.4 g mol⁻¹. The value obtained for the HOMO-LUMO gap is 11.2 eV. Its structure (SMILES) is C=CC(Cl)(Cl)Cl. The HOMO energy comes out at -10.581 eV. The calculation puts the relative energy (zero: lowest compared OMol25 entry of this formula, charge and spin) at 0.119 eV. The value obtained for the total energy is -40726.190 eV.

Each line ends with the natural charge from an NBO analysis.
Cartesian coordinates (Å):
C (0.04820, 0.00382, -0.08052)  -0.110
C (-1.00238, 0.00447, -1.13779)  -0.270
C (-2.31354, -0.00474, -0.96682)  -0.338
H (-0.56170, 0.02627, -2.14194)  0.230
H (-2.98818, -0.01720, -1.82465)  0.215
H (-2.75184, -0.01069, 0.02240)  0.214
Cl (1.08267, -1.44276, -0.29425)  0.017
Cl (-0.61875, -0.01642, 1.56975)  0.019
Cl (1.06008, 1.45802, -0.27227)  0.023

Force components x, y, z for each atom (eV/Å):
C 0.0129 -0.0864 0.4042
C -0.0253 0.0421 -0.8002
C -0.0274 -0.0494 -0.0385
H -0.1977 -0.0513 0.3648
H 0.2761 0.0472 0.2642
H -0.0323 -0.0177 -0.0445
Cl -0.0978 0.1475 0.0081
Cl 0.0958 0.0036 -0.1634
Cl -0.0042 -0.0358 0.0053


Entry from the Open Molecules 2025 dataset: a 2-piece molecular cluster, C4H14N2OS overall (the ωB97M-V functional and the def2-TZVPD basis).

The total charge is +1. The multiplicity is 2. Its molar mass is 138.2 g mol⁻¹. The value obtained for the HOMO-LUMO gap (alpha / beta) is 9.6 / 4.1 eV. The HOMO energy (alpha / beta) comes out at -12.959 / -12.779 eV. The calculation puts the relative energy (zero: lowest compared OMol25 entry of this formula, charge and spin) at 2.459 eV. The value obtained for the total energy is -20226.354 eV.

Each line ends with the Mulliken spin population.
Cartesian coordinates (Å):
N (-1.14315, 1.99011, -0.39022)  -0.002
C (-0.67828, 0.53039, -0.74920)  0.070
C (-1.29630, -0.39790, 0.22660)  0.003
S (-1.24546, 0.09812, 2.00148)  0.042
C (-1.11442, -0.00216, -2.05879)  -0.013
N (-0.92661, -1.49101, -2.49670)  0.735
C (0.38973, -2.01376, -2.41060)  0.037
H (-0.79609, 2.54451, -1.08311)  0.001
H (-0.69501, 2.23790, 0.41800)  0.000
H (0.44018, 0.51229, -0.57362)  -0.002
H (-2.25235, -0.63451, -0.10255)  0.002
H (-0.74640, -1.35508, 0.21141)  0.003
H (-2.26331, 0.98576, 2.11647)  0.000
H (-0.61139, 0.73168, -2.83494)  0.023
H (-2.30857, 0.22386, -2.25876)  0.006
H (-1.72208, -1.91433, -1.81252)  0.001
H (0.50199, -3.06749, -2.24631)  0.017
H (0.92774, -1.40873, -1.71608)  0.022
H (0.77714, -2.16755, -3.47241)  0.057
H (6.61668, 0.35624, 2.91210)  0.000
H (5.28653, 0.48218, 3.55321)  0.000
O (5.93202, 1.08878, 3.12822)  0.000

Force components x, y, z for each atom (eV/Å):
N -2.1073 -4.9642 -2.2642
C 1.5573 1.7796 3.3643
C 1.1756 -0.5373 2.4273
S 0.0883 -0.2879 -0.3336
C -2.3619 2.2666 -6.1520
N -2.4215 2.0635 5.7765
C 0.1703 -1.2025 -2.6837
H 0.9943 2.2035 -2.3838
H 1.3945 0.4662 2.6416
H -0.9349 -0.1541 -0.7481
H -2.2303 -0.2216 -0.1416
H -0.0095 0.2127 0.2290
H 0.1760 -0.3098 -0.5263
H -0.6965 -1.8770 0.8769
H 2.9949 -0.7472 0.8480
H 1.8805 0.0104 -2.8216
H -0.9138 -0.7239 1.1669
H 1.0481 0.5363 -0.0993
H 0.1994 1.4952 0.8217
H -1.2091 2.1753 0.2807
H 0.1178 0.9563 -0.1481
O 1.0879 -3.1402 -0.1305


Entry from the Open Molecules 2025 dataset: a 2-piece molecular cluster, C3H7NO2 overall (the ωB97M-V functional and the def2-TZVPD basis).

The multiplicity is 1. Its molar mass is 89.1 g mol⁻¹. The value obtained for the HOMO-LUMO gap is 9.5 eV. Its structure (SMILES) is O=C=CCO.N. The HOMO energy comes out at -8.851 eV. The calculation puts the relative energy (zero: lowest compared OMol25 entry of this formula, charge and spin) at 2.309 eV. The value obtained for the total energy is -8808.220 eV.

Each line ends with the natural charge from an NBO analysis.
Cartesian coordinates (Å):
N (-1.63605, -1.12032, -0.30095)  -1.080
C (-0.23181, 0.97536, -1.41596)  0.783
O (-0.83106, 0.85205, -2.40532)  -0.444
C (0.44648, 1.27461, -0.31912)  -0.620
C (1.34894, 0.36901, 0.46866)  -0.069
O (0.63068, -0.57984, 1.25950)  -0.734
H (-1.04667, -1.86235, 0.06272)  0.367
H (-2.55876, -1.50563, -0.47052)  0.354
H (-1.71095, -0.45969, 0.46766)  0.368
H (0.30868, 2.30568, -0.00780)  0.261
H (2.05415, -0.15721, -0.19064)  0.169
H (1.93975, 1.02289, 1.12430)  0.176
H (1.28662, -1.11455, 1.72748)  0.468

Force components x, y, z for each atom (eV/Å):
N -0.1612 -0.2236 0.2417
C -0.2976 0.1755 -0.6724
O 0.6361 0.0834 0.8795
C -0.1135 -0.0834 -0.0537
C 0.2855 0.2505 -0.2384
O 0.1610 -0.0738 0.1710
H -0.0867 0.0427 -0.0736
H 0.0409 -0.0001 -0.0153
H -0.0356 -0.0791 -0.1206
H -0.0245 -0.1268 -0.0098
H -0.1818 0.0452 0.0667
H -0.0396 -0.1372 -0.1181
H -0.1829 0.1268 -0.0571


Entry from the Open Molecules 2025 dataset: a 2-piece molecular cluster, C4H12 overall (the ωB97M-V functional and the def2-TZVPD basis).

The multiplicity is 1. Its molar mass is 60.1 g mol⁻¹. The value obtained for the HOMO-LUMO gap is 12.3 eV. Its structure (SMILES) is CC.CC. The HOMO energy comes out at -11.243 eV. The calculation puts the relative energy (zero: lowest compared OMol25 entry of this formula, charge and spin) at 0.922 eV. The value obtained for the total energy is -4341.606 eV.

Each line ends with the natural charge from an NBO analysis.
Cartesian coordinates (Å):
C (-0.54976, 1.06717, 1.98751)  -0.611
C (-0.03173, 2.49950, 1.63477)  -0.601
H (0.24265, 0.37204, 1.67654)  0.199
H (-0.75162, 1.07689, 3.09164)  0.200
H (-1.42950, 0.65066, 1.50227)  0.208
H (-0.91265, 3.12602, 1.50837)  0.206
H (0.64338, 2.29354, 0.74956)  0.200
H (0.56161, 2.89699, 2.36108)  0.200
C (1.05590, -1.71975, -1.72909)  -0.620
C (-0.46008, -1.82046, -1.85659)  -0.605
H (1.38989, -0.91780, -1.10211)  0.206
H (1.56145, -2.67263, -1.58197)  0.210
H (1.25405, -1.23894, -2.69416)  0.202
H (-0.93324, -0.79454, -1.82380)  0.208
H (-0.86829, -2.40753, -0.94585)  0.194
H (-0.77207, -2.41115, -2.77817)  0.206

Force components x, y, z for each atom (eV/Å):
C 0.8582 0.3095 1.3188
C -1.6119 -2.8165 -3.0029
H -0.1111 -0.0955 0.8097
H 0.2880 -0.6453 -0.9188
H -0.2681 0.7553 -0.2938
H 0.4032 0.4014 -0.6396
H -1.1131 1.1889 0.4823
H 1.5566 0.8895 2.2303
C -0.7692 0.9218 -1.9389
C -1.4533 -1.1403 1.7017
H 0.0553 -0.0566 1.1895
H 0.0825 0.2646 -0.0674
H 1.0179 -0.6849 -0.2583
H 0.4093 -1.2064 -0.2961
H 0.2881 0.9539 -1.4214
H 0.3676 0.9605 1.1048


Entry from the Open Molecules 2025 dataset: C21H24CrIN4O as an isolated structure (the ωB97M-V functional and the def2-TZVPD basis).

The multiplicity is 2. Its molar mass is 527.3 g mol⁻¹. The value obtained for the HOMO-LUMO gap (alpha / beta) is 6.3 / 6.6 eV. The HOMO energy (alpha / beta) comes out at -6.342 / -6.649 eV. The calculation puts the relative energy (zero: lowest compared OMol25 entry of this formula, charge and spin) at 0.000 eV. The value obtained for the total energy is -66695.824 eV.

Each line ends with the Mulliken spin population.
Cartesian coordinates (Å):
Cr (0.09453, -0.50260, -1.29144)  0.954
C (-2.63408, -1.84457, -1.21394)  0.011
N (-2.10107, -0.52911, -0.79192)  0.000
C (-2.88783, 0.51802, -1.46933)  0.005
C (-2.21900, -0.39761, 0.65803)  -0.003
C (-3.44385, -0.22436, 1.28019)  0.001
C (-3.51614, -0.08230, 2.65841)  0.000
C (-2.34724, -0.10213, 3.40442)  0.001
C (-1.11925, -0.29218, 2.79346)  -0.002
C (-1.03012, -0.47651, 1.40776)  -0.007
N (0.15050, -0.62935, 0.69370)  -0.029
C (1.20652, -1.40619, 1.13450)  -0.043
C (1.23981, -2.23082, 2.26266)  0.000
C (2.39281, -2.93550, 2.58121)  0.000
C (3.53316, -2.84356, 1.80170)  -0.001
C (3.50400, -2.05428, 0.65558)  0.003
C (2.35796, -1.36736, 0.31715)  0.032
N (2.25690, -0.53840, -0.88615)  0.028
C (2.90814, 0.75943, -0.64284)  -0.004
C (2.88189, -1.18227, -2.06044)  0.003
H (-3.69377, -1.93109, -0.94641)  0.000
H (-2.06867, -2.63265, -0.72426)  -0.001
H (-2.50643, -1.95918, -2.28603)  -0.003
H (-3.96372, 0.35712, -1.34916)  0.000
H (-2.66299, 0.49129, -2.53589)  0.001
H (-2.63722, 1.49532, -1.06535)  -0.002
H (-4.35342, -0.19783, 0.69369)  0.000
H (-4.47397, 0.05430, 3.14219)  0.000
H (-2.39104, 0.03897, 4.47724)  0.000
H (-0.21440, -0.28069, 3.38585)  0.000
H (0.35827, -2.35364, 2.87480)  0.000
H (2.39077, -3.57489, 3.45559)  0.000
H (4.42759, -3.39161, 2.06432)  0.000
H (4.38039, -1.99601, 0.02248)  0.000
H (3.99056, 0.63450, -0.53529)  0.000
H (2.51825, 1.19423, 0.27652)  0.000
H (2.70741, 1.43379, -1.47623)  0.004
H (3.96948, -1.24281, -1.95225)  0.000
H (2.65615, -0.58665, -2.94457)  -0.006
H (2.44781, -2.16809, -2.19679)  0.001
I (0.35863, 4.70166, 1.69685)  0.001
C (0.02042, 3.76479, -0.12795)  0.001
C (-0.28697, 4.49035, -1.26525)  0.003
C (-0.49438, 3.79287, -2.44675)  0.005
C (-0.38348, 2.41675, -2.44070)  0.015
N (-0.08768, 1.71488, -1.34261)  -0.082
C (0.10788, 2.38288, -0.20043)  0.024
H (-0.36374, 5.56854, -1.23421)  0.000
H (-0.74067, 4.30983, -3.36343)  0.000
H (-0.53329, 1.84180, -3.34699)  -0.004
H (0.32040, 1.77057, 0.66793)  -0.004
O (-0.02581, -1.77765, -2.26960)  0.096

Force components x, y, z for each atom (eV/Å):
Cr 0.4211 -0.1743 0.6897
C 0.0213 -0.0682 0.0927
N -0.3349 0.0807 -0.1866
C -0.0011 -0.1311 -0.0450
C 0.2380 -0.0004 0.0228
C 0.0537 0.0288 0.0525
C -0.0510 0.0087 0.0246
C 0.0022 0.0082 0.0402
C -0.0348 -0.0004 -0.0100
C 0.0028 0.0351 -0.1463
N -0.2996 -0.2384 -0.1746
C 0.1090 0.3134 -0.0727
C 0.0988 -0.0836 -0.0119
C -0.0095 -0.0297 0.0233
C 0.0192 -0.0093 -0.0103
C -0.0271 -0.0326 0.0160
C -0.1043 0.0696 0.0254
N 0.0180 -0.1372 -0.1900
C -0.0325 0.0049 0.0183
C -0.0004 0.0680 0.0087
H 0.0157 0.0258 0.0187
H 0.0266 0.0003 -0.0009
H 0.0400 0.0248 -0.0239
H -0.0120 0.0145 -0.0014
H 0.0224 -0.0037 0.0011
H -0.0008 0.0168 0.0025
H 0.0035 0.0037 -0.0094
H -0.0028 0.0054 -0.0065
H 0.0067 -0.0029 0.0023
H 0.0020 -0.0070 -0.0064
H -0.0023 0.0434 -0.0055
H 0.0025 0.0015 0.0015
H 0.0021 -0.0017 -0.0054
H -0.0019 -0.0034 -0.0009
H 0.0083 -0.0021 0.0203
H 0.0072 0.0011 -0.0272
H 0.0195 -0.0105 -0.0052
H 0.0032 -0.0218 0.0139
H -0.0071 0.0091 0.0107
H 0.0209 0.0173 0.0067
I -0.0097 0.0041 -0.0001
C 0.0071 -0.0312 0.0547
C -0.0074 -0.0141 -0.0497
C 0.0033 0.0356 0.0398
C 0.0773 -0.1100 -0.1541
N 0.0369 -0.1533 0.0625
C -0.1274 -0.0606 -0.0267
H 0.0021 -0.0005 0.0065
H 0.0086 0.0061 0.0013
H -0.0030 -0.0033 0.0195
H 0.0035 0.0542 -0.0021
O -0.2341 0.4505 -0.1032


Entry from the Open Molecules 2025 dataset: a 2-piece molecular cluster, C2H3ClF2O overall (the ωB97M-V functional and the def2-TZVPD basis).

The multiplicity is 1. Its molar mass is 116.5 g mol⁻¹. The value obtained for the HOMO-LUMO gap is 10.6 eV. The HOMO energy comes out at -11.082 eV. The calculation puts the relative energy (zero: lowest compared OMol25 entry of this formula, charge and spin) at 2.647 eV. The value obtained for the total energy is -22124.708 eV.

Each line ends with the natural charge from an NBO analysis.
Cartesian coordinates (Å):
C (0.41005, -0.78708, 0.09760)  -0.135
C (-0.59829, 0.38923, -0.06788)  0.697
H (1.59082, 1.17140, 0.11914)  0.462
H (0.01497, -1.41513, -0.65049)  0.193
H (0.25283, -1.32169, 1.00677)  0.192
O (1.62416, -0.21174, -0.25151)  -0.659
F (-0.51465, 1.18437, 1.02235)  -0.338
F (-0.41946, 1.16314, -1.13483)  -0.310
Cl (-2.36044, -0.17250, -0.14116)  -0.101

Force components x, y, z for each atom (eV/Å):
C -1.6857 2.9622 -1.5815
C -1.8662 -0.9417 1.3532
H 0.1682 -5.7625 -1.2753
H 0.4191 -1.3235 -1.4359
H 0.3697 0.1757 1.2309
O 0.9446 4.6795 1.6954
F 0.1523 0.4020 -0.0286
F 0.3906 -0.2690 -0.0374
Cl 1.1073 0.0773 0.0792


Entry from the Open Molecules 2025 dataset: an isolated ion of composition CCl3O3S and charge -1 (the ωB97M-V functional and the def2-TZVPD basis).

The total charge is -1. The multiplicity is 1. Its molar mass is 198.4 g mol⁻¹. The value obtained for the HOMO-LUMO gap is 8.9 eV. The HOMO energy comes out at -5.557 eV. The calculation puts the relative energy (zero: lowest compared OMol25 entry of this formula, charge and spin) at 0.000 eV. The value obtained for the total energy is -55583.768 eV.

Each line ends with the natural charge from an NBO analysis.
Cartesian coordinates (Å):
C (-0.48266, -0.62863, 0.69381)  0.250
O (-0.27949, 1.41082, -1.57224)  -0.951
O (2.19253, 1.51310, -1.11749)  -0.944
O (0.77883, -0.31859, 0.35861)  -0.751
S (1.00232, 0.67650, -1.42171)  1.661
Cl (-1.22270, 0.47425, 1.92440)  -0.089
Cl (-1.65654, -0.90736, -0.57149)  -0.008
Cl (-0.33229, -2.22010, 1.70612)  -0.168

Force components x, y, z for each atom (eV/Å):
C 3.4746 -0.2437 0.9209
O 1.9859 -0.5675 0.4142
O -1.8493 -1.1244 -0.1303
O -3.0126 0.0350 0.2214
S 0.2270 1.9065 -0.6165
Cl -0.1434 0.5966 -0.1005
Cl -0.4783 -0.4015 -0.4042
Cl -0.2038 -0.2009 -0.3049